1.
Computed, not measured: the ion C5H14N4S with charge +2 at a distorted geometry, with the ωB97M-V functional and the def2-TZVPD basis.

Results
Total energy = -815.15158 Eh
LUMO level (spin up / spin down) = -8.768 / -11.885 eV
Spin multiplicity = 3
Charge = +2
Orbital gap (spin up / spin down) = 7.15 / 6.87 eV
HOMO energy (spin up / spin down) = -0.5851 / -0.6894 Eh

XYZ file:
```
24
Properties=species:S:1:pos:R:3:forces:R:3:lowdin_charge:R:1
C -1.332436 -0.453206 -0.232590 -2.0051 -1.1264 -3.1925 -0.43
C -1.771159 1.524672 1.014459 4.7125 2.6459 0.6513 0.04
C 0.281704 2.455486 -1.041341 4.1005 -1.6791 -5.7084 0.05
C 0.672064 -1.468645 1.077387 -1.9627 2.8982 3.2571 -0.02
C 2.341952 -1.673751 -0.618750 -1.2604 -2.6198 4.3981 0.08
N 1.178938 0.270694 -0.680269 1.6869 2.5899 -2.8627 0.08
N -0.992937 0.804358 0.025450 -0.5275 -4.0501 -0.5563 -0.09
N 0.309564 1.161295 -0.418514 -3.8337 1.7305 2.2395 -0.09
N 1.185649 -0.883397 -0.106434 2.4593 -5.0497 1.0340 -0.18
S -2.881189 -1.256276 0.204037 2.2033 -0.5316 -1.1718 0.95
H -0.788265 -1.004596 -1.103872 -0.8981 1.2674 1.8033 0.16
H -1.064452 2.329521 1.421941 -1.2740 -1.4027 0.1813 0.16
H -2.548617 2.008904 0.624352 -2.8924 2.3291 -2.5465 0.08
H -2.284150 0.922482 1.671467 -0.0320 -1.9363 2.1326 0.07
H -0.330888 2.476474 -2.064370 0.9728 -0.2798 2.3403 0.18
H 1.408448 2.621770 -1.373675 -2.3495 -0.1026 0.6970 0.17
H 0.038318 3.168434 -0.385934 -1.3093 2.7398 2.4549 0.05
H -0.417507 -1.648052 1.168695 0.4653 0.4779 -0.4105 0.07
H 0.999522 -2.427169 1.313996 1.6140 -1.4052 -0.0364 0.10
H 0.892595 -0.753135 1.923633 -0.0634 -0.8325 -0.3933 0.16
H 3.232809 -1.741518 0.161212 -1.6321 0.8333 -1.4312 0.19
H 1.919631 -2.730134 -0.508086 0.9769 1.0851 -1.2495 0.14
H 2.554293 -1.233790 -1.509345 1.1839 0.4700 -2.7644 0.07
H -2.603879 -2.470431 -0.563459 -0.3352 1.9487 1.1341 0.02
```
Positions in Å, forces in eV/Å.

2.
Computed, not measured: a cluster of 2 separate species, C5H14NO in total, with the ωB97M-V functional and the def2-TZVPD basis.

Results
Total energy = -328.88633 Eh
LUMO level = 4.222 eV
Spin multiplicity = 1
Charge = -1
Orbital gap = 6.83 eV
HOMO energy = -0.0959 Eh

XYZ file:
```
21
Properties=species:S:1:pos:R:3:forces:R:3:lowdin_charge:R:1
C -1.727892 -0.466199 1.718319 -0.1724 -0.2857 0.3621 -0.14
C -0.572008 1.363557 -1.416289 -0.1752 0.1044 0.2017 -0.14
C -0.832325 1.204544 0.082186 -0.1517 -0.1940 -0.4608 -0.30
C -1.844225 0.076938 0.314880 0.3445 0.3320 -0.3548 -0.31
H -0.809068 -1.054007 1.794158 -0.0928 -0.0333 -0.0989 0.07
H -2.587681 -1.096179 1.983357 0.1802 0.0271 0.0743 0.06
H -1.638683 0.332160 2.460152 -0.1883 0.0949 0.0227 0.06
H 0.100212 2.195877 -1.643046 -0.0652 0.0030 -0.0066 0.06
H -1.529324 1.522953 -1.926495 0.0637 0.1095 -0.1451 0.06
H -0.125647 0.432061 -1.770210 0.0495 0.0445 0.0596 0.05
H -1.244559 2.123952 0.513035 0.1261 0.1294 0.0767 0.09
H 0.102464 0.944322 0.576885 0.0186 0.0071 -0.0028 0.09
H -2.843891 0.469019 0.073088 -0.0070 -0.1667 0.1981 0.10
H -1.618675 -0.726318 -0.390829 0.0192 0.0306 0.0274 0.09
N 3.071435 -1.030309 0.388073 0.4643 0.5183 -0.1574 -0.05
C 2.167401 -0.843616 -0.795398 -0.4359 0.3323 -0.2589 -0.62
O 0.897902 -1.127587 -0.494168 0.1833 -0.3111 -0.2039 -0.33
H 2.423877 -1.274273 1.125568 -0.0415 -0.1415 0.1060 0.02
H 3.684808 -1.820282 0.225683 -0.1451 -0.1207 0.1105 0.01
H 2.285258 0.211141 -1.200272 0.1025 -0.1233 0.5175 0.07
H 2.640622 -1.437756 -1.618678 -0.0769 -0.3568 -0.0675 0.06
```
Positions in Å, forces in eV/Å.

3.
Computed, not measured: a cluster of 2 separate species, C5H14NO in total at a distorted geometry, with the ωB97M-V functional and the def2-TZVPD basis.

Results
Total energy = -328.56607 Eh
LUMO level = -3.332 eV
Spin multiplicity = 1
Charge = +1
Orbital gap = 9.50 eV
HOMO energy = -0.4717 Eh

XYZ file:
```
21
Properties=species:S:1:pos:R:3:forces:R:3:lowdin_charge:R:1
C -0.111538 1.234160 0.271391 -1.4167 -2.9901 -0.2600 -0.07
C -1.698269 0.536887 0.070683 1.6662 1.1511 -0.7910 -0.14
C -1.873906 -0.920030 -0.501211 0.4218 -1.5763 -0.2595 -0.22
C -0.415331 -1.697643 1.434536 1.8271 -1.5586 -0.6581 -0.04
C -0.941540 -1.931105 0.223543 -1.4248 -0.0860 0.2688 -0.19
N 0.695370 1.025657 -1.036989 -0.4658 1.4812 -2.3044 0.14
H 0.416753 0.497597 1.015895 -0.9302 2.2604 -1.0478 0.11
H -0.211535 2.354484 0.449770 0.3863 -1.8085 0.0859 0.14
H -2.053411 0.546063 1.129871 -0.1684 0.3420 -1.1158 0.11
H -2.196855 1.259948 -0.643669 0.0858 -0.6870 1.3150 0.11
H -1.615395 -1.159810 -1.607140 -0.3303 1.2793 1.4520 0.12
H -2.967654 -1.260164 -0.463085 1.3466 0.7795 0.2049 0.13
H -0.809930 -1.053675 2.187247 0.0367 1.1142 -0.0218 0.06
H 0.544763 -2.219264 1.708594 -1.5955 -0.1606 0.1700 0.09
H -0.885018 -2.958827 -0.227385 0.8489 1.3695 -0.0330 0.12
H 1.106343 1.921596 -1.424820 -0.4769 -1.0019 0.8469 0.18
H 1.475858 0.385982 -1.072878 0.7300 -0.3157 1.1444 0.12
H 0.156147 0.654428 -1.854090 -0.3504 0.4751 1.0016 0.17
H 4.489463 0.926231 -0.257443 1.6257 -0.3866 -0.0050 0.03
H 3.314222 0.764363 0.722503 0.3213 -0.2701 0.7748 0.04
O 3.581472 1.093125 -0.125320 -2.1373 0.5892 -0.7679 -0.02
```
Positions in Å, forces in eV/Å.

4.
Computed, not measured: a cluster of 2 separate species, C5H14NO in total at a distorted geometry, with the ωB97M-V functional and the def2-TZVPD basis.

Results
Total energy = -328.51593 Eh
LUMO level = -7.609 eV
Spin multiplicity = 1
Charge = +1
Orbital gap = 4.69 eV
HOMO energy = -0.4521 Eh

XYZ file:
```
21
Properties=species:S:1:pos:R:3:forces:R:3:lowdin_charge:R:1
C -0.536870 -0.609018 -0.664888 -2.3898 -0.1594 0.4280 -0.16
O -1.463863 0.315520 -0.021960 1.7004 -0.4390 -0.3410 -0.01
C 0.745557 0.033516 -0.957153 -0.7312 0.6025 0.8247 0.19
C 1.305729 0.818762 0.115338 0.7706 -0.3887 1.9667 -0.14
C 2.775164 0.441864 0.497096 1.0543 -1.2494 -0.6359 -0.19
C 3.039016 -1.048571 0.372347 -0.5781 -1.9894 -1.7235 -0.11
N -4.757884 0.137771 0.405808 0.3434 -0.2016 -0.8173 0.02
H -0.505161 -1.413593 0.079741 0.8209 -0.2523 -0.1694 0.18
H -1.100598 -1.011661 -1.508384 0.5996 -0.1712 -0.3891 0.15
H -1.501076 1.017739 -0.666489 -0.8302 0.8451 -0.0903 0.10
H 1.107459 -0.044424 -1.980527 0.5854 0.0110 0.1715 0.17
H 0.783237 0.617676 1.054653 -0.6771 -0.0484 -0.4276 0.14
H 1.308477 1.907906 0.077382 -0.1611 0.2506 -0.8815 0.17
H 2.994253 0.654298 1.541970 -0.3582 0.8577 -0.1342 0.13
H 3.501630 0.911268 -0.166103 -0.1506 0.3847 0.1914 0.12
H 4.080478 -1.353248 0.450447 0.0930 0.3998 0.3668 0.09
H 2.773593 -1.444433 -0.641290 0.2416 0.6149 0.0552 0.08
H 2.456963 -1.785588 0.938277 -0.0177 0.7247 0.7985 0.09
H -5.180828 -0.752672 0.586566 -0.1246 -0.2689 0.1681 0.00
H -5.418250 0.863793 0.587986 -0.2400 0.3877 0.2675 0.00
H -3.919801 0.244145 0.945232 0.0495 0.0896 0.3716 -0.02
```
Positions in Å, forces in eV/Å.

5.
Computed, not measured: a cluster of 2 separate species, C5H14NO in total at a distorted geometry, with the ωB97M-V functional and the def2-TZVPD basis.

Results
Total energy = -328.61173 Eh
LUMO level = -3.238 eV
Spin multiplicity = 1
Charge = +1
Orbital gap = 9.59 eV
HOMO energy = -0.4715 Eh

XYZ file:
```
21
Properties=species:S:1:pos:R:3:forces:R:3:lowdin_charge:R:1
C -1.526430 -1.174999 -1.534472 -2.3726 -0.0097 1.0228 -0.07
C -0.682165 -0.174117 -0.752920 1.0597 -0.1471 -1.3032 -0.33
C 0.130050 -0.889445 0.395121 -1.7111 -0.0240 0.5535 -0.20
C 1.494651 -1.180199 -0.062581 2.1891 -0.3345 1.4029 -0.20
C 2.512694 -1.303253 0.830599 -0.0303 0.4298 -1.3191 0.03
N -1.579432 1.002868 -0.256109 2.5067 0.4336 0.0849 0.17
H -2.384106 -1.601721 -0.939316 0.8918 0.4793 0.0171 0.11
H -2.054456 -0.806766 -2.404594 0.2356 0.6765 -0.3646 0.08
H -1.031625 -2.048988 -1.872913 1.1346 -0.6034 -0.1368 0.08
H 0.045252 0.319046 -1.581279 -1.4275 -0.8149 2.3360 0.19
H -0.297574 -1.894217 0.705669 -0.2398 1.1035 -0.8340 0.15
H 0.106808 -0.352514 1.369743 0.2040 0.1599 -0.7712 0.12
H 1.599557 -1.387719 -1.144619 0.3056 -0.0070 0.7873 0.12
H 3.512955 -1.567106 0.497091 -0.2008 -0.0994 -0.2395 0.06
H 2.532584 -1.066433 1.908443 -0.8085 -0.1409 -0.6534 0.07
H -0.840128 1.791253 0.107733 -2.0803 -1.7113 -0.1523 0.15
H -2.260055 0.696205 0.494886 0.8329 0.6644 -1.2760 0.19
H -1.997977 1.341599 -1.140809 -0.4328 -0.0020 1.0489 0.16
H 0.297028 2.725645 2.181340 -0.5870 -0.6656 -2.0148 0.13
H 0.667923 3.515752 1.005759 0.3804 0.7516 -0.9390 0.06
O 0.198379 2.705996 1.168893 0.1503 -0.1386 2.7506 -0.06
```
Positions in Å, forces in eV/Å.